No. 1
73
Properties=species:S:1:pos:R:3:lowdin_charge:R:1 method="wB97M-V/def2-TZVPD" s2=3.76 total_charge=+1 multiplicity=4 orbital_gap_ev="6.684 / 7.094" de_lowest_kcal_mol=31.81 energy_ha=-2868.140162
V -0.3228 0.0422 0.3810 0.762
N -0.6725 -1.3878 -2.2816 0.024
C -2.0516 -1.0474 -2.6708 -0.240
C -2.2080 0.4525 -2.6432 -0.194
N -1.9095 1.0574 -1.3343 -0.088
C -3.0683 1.4757 -0.5224 -0.191
C -3.3883 0.4988 0.5846 -0.204
N -2.1771 0.2702 1.4099 -0.030
H -0.0324 -1.0665 -3.0057 0.063
H -0.5492 -2.3949 -2.2516 0.073
H -2.7517 -1.5194 -1.9865 0.090
H -2.3022 -1.4032 -3.6736 0.120
H -3.2039 0.7432 -2.9902 0.121
H -1.4918 0.8575 -3.3628 0.128
H -1.3392 1.8774 -1.4886 0.085
H -3.9581 1.6143 -1.1430 0.122
H -2.8290 2.4462 -0.0830 0.123
H -3.6999 -0.4511 0.1538 0.092
H -4.2195 0.8641 1.1889 0.120
H -2.3262 -0.5054 2.0497 0.099
H -1.9653 1.0644 2.0188 0.035
C -2.7106 2.8385 3.6307 -0.029
C -1.2169 2.9733 3.5081 -0.305
C -0.5847 4.2044 3.6814 -0.005
C 0.7801 4.2864 3.5145 -0.037
C 1.4900 3.1351 3.2012 -0.025
C 0.7892 1.9553 3.0620 -0.241
N -0.5353 1.8696 3.2002 0.134
C 1.5359 0.6906 2.7700 -0.165
C 2.7369 0.4526 3.4212 0.015
C 3.4564 -0.6891 3.1348 -0.007
C 2.9309 -1.6013 2.2366 0.013
C 1.7112 -1.3323 1.6510 -0.193
N 1.0351 -0.1882 1.8879 0.056
C 0.9809 -2.3929 0.8566 -0.225
C 1.6361 -3.4921 0.3331 -0.005
C 0.8704 -4.5276 -0.1718 -0.021
C -0.5086 -4.4465 -0.1028 -0.009
C -1.0966 -3.2870 0.3789 -0.305
C -2.5829 -3.1554 0.4897 -0.008
N -0.3510 -2.2497 0.7937 0.092
H -3.1202 3.5190 4.3763 0.087
H -2.9733 1.8188 3.9118 0.081
H -3.1970 3.0770 2.6786 0.082
H -1.1713 5.0808 3.9245 0.122
H 1.2936 5.2340 3.6099 0.121
H 2.5579 3.1739 3.0292 0.125
H 3.0835 1.1552 4.1674 0.127
H 4.3988 -0.8846 3.6301 0.125
H 3.4488 -2.5245 2.0217 0.117
H 2.7157 -3.5398 0.3186 0.120
H 1.3494 -5.4051 -0.5890 0.124
H -1.1340 -5.2666 -0.4286 0.123
H -2.8726 -3.0456 1.5362 0.097
H -3.0880 -4.0319 0.0889 0.092
H -2.9325 -2.2800 -0.0445 0.038
S 1.1028 4.5192 -0.3253 0.569
C 0.6021 3.0068 -0.0459 -0.938
N 0.2364 1.9036 0.1565 -0.070
N 2.2267 -0.0899 -1.4042 0.109
C 2.4438 -0.2134 -2.7972 -0.334
C 2.4372 -1.4715 -3.3928 -0.074
C 2.6718 -1.6051 -4.7554 -0.087
C 2.9315 -0.4884 -5.5391 -0.094
C 2.9466 0.7658 -4.9393 -0.078
C 2.6966 0.9096 -3.5799 -0.031
H 2.0638 0.8582 -1.0857 0.060
H 1.4804 -0.7111 -1.1094 0.017
H 2.2648 -2.3512 -2.7789 0.103
H 2.6657 -2.5918 -5.2029 0.105
H 3.1245 -0.5946 -6.5983 0.103
H 3.1468 1.6474 -5.5359 0.108
H 2.6999 1.8939 -3.1239 0.113

No. 2
77
Properties=species:S:1:pos:R:3:lowdin_charge:R:1 method="wB97M-V/def2-TZVPD" smiles="CCOB(O)[C@H]1C(=O)N[C@](F)(Cl)[C@H]1B(C)O.COC(=O)OC.COC(=O)OC.COC(=O)OC.COC(=O)OC" multiplicity=1 orbital_gap_ev=10.572 energy_ha=-2614.715648
C -1.3709 3.7195 -2.9915 -0.047
C 0.0652 3.5420 -2.5476 -0.227
O 0.7039 2.5964 -3.4020 0.121
B 1.6195 1.7622 -2.8627 -0.590
O 1.7812 0.5447 -3.4905 0.180
C 2.6033 2.0886 -1.6375 -0.028
C 3.1676 3.5097 -1.4828 -0.381
O 3.4045 4.2762 -2.3651 0.166
N 3.3737 3.7886 -0.0690 0.103
C 2.2702 3.0715 0.5433 -0.855
F 1.1740 3.8551 0.2682 0.008
Cl 2.3852 3.0125 2.3030 0.803
C 2.2128 1.7316 -0.1682 -0.147
B 1.0486 0.6902 0.1360 -0.519
C 1.3340 -0.8541 0.1761 0.025
O -0.2195 1.1043 0.3898 0.167
H -1.4074 4.1207 -3.9932 0.081
H -1.8589 4.3830 -2.2861 0.079
H -1.8955 2.7754 -2.9188 0.082
H 0.0527 3.2284 -1.5143 0.093
H 0.5628 4.5024 -2.6394 0.129
H 1.7546 -0.1849 -2.8680 0.093
H 3.4698 1.4608 -1.8286 0.156
H 4.2415 3.3686 0.2450 0.137
H 3.0933 1.2377 0.2435 0.140
H 2.0496 -1.1229 -0.5982 0.069
H 0.4180 -1.4186 0.0733 0.074
H 1.8103 -1.0647 1.1311 0.065
H -0.2743 2.0617 0.4677 0.094
C -0.5639 -2.9506 5.9888 -0.037
O 0.1605 -1.9983 5.2081 -0.012
C -0.5116 -0.8839 4.9204 -0.625
O -1.6392 -0.6292 5.2455 0.135
O 0.2890 -0.1256 4.1758 0.003
C -0.2832 1.0991 3.7114 -0.041
H 0.0989 -3.7997 6.1293 0.094
H -0.8262 -2.5328 6.9586 0.098
H -1.4613 -3.2745 5.4647 0.098
H -0.5625 1.7447 4.5429 0.104
H -1.1472 0.8988 3.0824 0.099
H 0.4978 1.5731 3.1194 0.016
C 1.1939 -3.9317 2.5325 -0.031
O 2.3600 -4.4356 3.1845 0.015
C 3.4959 -3.8936 2.7538 -0.620
O 3.5983 -3.0585 1.8931 0.117
O 4.5009 -4.4375 3.4365 0.009
C 5.7921 -3.9445 3.0756 -0.039
H 0.3385 -4.4427 2.9652 0.097
H 1.0902 -2.8623 2.7061 0.082
H 1.2283 -4.1417 1.4644 0.090
H 5.8609 -2.8748 3.2632 0.097
H 6.0058 -4.1559 2.0297 0.097
H 6.5075 -4.4676 3.7029 0.094
C 1.9218 -5.6000 -1.5759 -0.041
O 0.7074 -5.0299 -2.0664 0.001
C -0.2263 -5.9242 -2.3888 -0.628
O -0.1209 -7.1177 -2.2982 0.128
O -1.2965 -5.2638 -2.8271 0.005
C -2.3866 -6.1034 -3.2126 -0.039
H 2.5894 -4.7729 -1.3505 0.091
H 1.7398 -6.1688 -0.6656 0.095
H 2.3844 -6.2342 -2.3294 0.098
H -2.7357 -6.6923 -2.3668 0.097
H -2.0956 -6.7592 -4.0306 0.098
H -3.1812 -5.4423 -3.5450 0.093
C -6.4916 3.9453 -0.8854 -0.040
O -5.4755 4.5606 -1.6797 0.000
C -5.9079 5.5701 -2.4345 -0.628
O -7.0369 5.9775 -2.4890 0.127
O -4.8692 6.0483 -3.1170 0.000
C -5.1837 7.1457 -3.9763 -0.039
H -6.0066 3.1494 -0.3280 0.092
H -6.9230 4.6628 -0.1903 0.097
H -7.2696 3.5221 -1.5175 0.098
H -5.5621 7.9882 -3.4010 0.098
H -5.9107 6.8481 -4.7292 0.098
H -4.2558 7.4296 -4.4636 0.093

No. 3
42
Properties=species:S:1:pos:R:3:lowdin_charge:R:1 method="wB97M-V/def2-TZVPD" multiplicity=1 orbital_gap_ev=8.780 energy_ha=-3659.398194
Ca 0.3283 0.4870 0.2969 1.420
N 6.1632 4.9276 0.5048 0.104
C 4.8407 4.5482 0.3869 -0.316
C 4.4087 3.3212 0.9025 -0.022
C 3.0776 2.9640 0.8270 -0.058
C 2.1513 3.8143 0.2387 -0.300
C 2.5700 5.0349 -0.2721 -0.046
C 3.8997 5.4006 -0.1950 -0.022
S 0.4683 3.3691 0.0742 0.594
O -0.3128 4.5641 -0.0459 -0.279
O 0.1698 2.5281 1.2828 -0.472
N 0.4643 2.3808 -1.1637 -0.217
C -0.7442 2.0531 -1.7902 -0.482
N -1.1874 0.7976 -1.5775 0.013
C -2.3087 0.4230 -2.1986 -0.109
C -2.9913 1.2806 -3.0292 -0.045
C -2.4514 2.5525 -3.1794 -0.104
N -1.3381 2.9470 -2.5811 0.154
H 6.8367 4.1944 0.6475 0.092
H 6.4911 5.6582 -0.1036 0.093
H 5.1162 2.6526 1.3769 0.114
H 2.7812 2.0197 1.2693 0.105
H 1.8554 5.7080 -0.7255 0.119
H 4.2159 6.3605 -0.5846 0.114
H -2.6429 -0.5896 -2.0075 0.119
H -3.8965 0.9832 -3.5361 0.103
H -2.9393 3.2800 -3.8195 0.114
F 0.8563 0.6247 3.7401 0.151
C 0.3062 -0.5484 4.0266 -0.684
F 1.0965 -1.2294 4.8434 0.165
F -0.8791 -0.3576 4.6001 0.159
S -0.0077 -1.5360 2.4947 0.645
O -1.0242 -0.7738 1.7616 -0.393
O -0.2784 -2.8655 2.9102 -0.223
N 1.4166 -1.2544 1.7379 -0.375
S 1.7879 -1.9579 0.3306 0.593
O 2.0424 -0.8770 -0.6221 -0.377
O 0.9076 -3.0125 -0.0574 -0.240
C 3.4256 -2.7367 0.6458 -0.686
F 3.2736 -3.6943 1.5506 0.163
F 3.8397 -3.2594 -0.5052 0.158
F 4.3158 -1.8537 1.0775 0.159

No. 4
16
Properties=species:S:1:pos:R:3:lowdin_charge:R:1 method="wB97M-V/def2-TZVPD" multiplicity=1 orbital_gap_ev="7.731 / 7.853" de_lowest_kcal_mol=113.64 energy_ha=-271.571516
C 1.8788 0.2772 0.0268 -0.090
C 0.9400 -0.4811 -0.7522 -0.167
C -0.5699 -0.3123 0.1105 -0.666
O -0.5137 -1.2354 1.1679 -0.009
C -0.4393 1.0795 0.6705 -0.021
C -1.7939 -0.2249 -0.5654 0.087
H 2.3847 1.1335 -0.4118 0.070
H 2.4133 -0.2177 0.8343 0.077
H 0.8289 1.0297 0.8046 0.086
H 1.0698 -1.5631 -0.7382 0.102
H 0.7788 -0.1115 -1.7665 0.101
H -0.8844 -2.0675 0.8470 0.102
H -1.0044 1.2525 1.5875 0.094
H -0.5639 1.8795 -0.0620 0.096
H -2.6258 -0.8927 -0.3485 0.070
H -1.8990 0.4544 -1.4043 0.069

No. 5
72
Properties=species:S:1:pos:R:3:lowdin_charge:R:1 method="wB97M-V/def2-TZVPD" total_charge=-1 multiplicity=1 orbital_gap_ev=6.264 de_lowest_kcal_mol=16.33 energy_ha=-2498.809463
Sn -0.0867 0.8810 -0.9843 0.569
C 1.6242 3.6929 1.0769 -0.262
Si 0.7600 3.3980 -0.5889 0.345
C 1.9207 4.2443 -1.8278 -0.259
C -0.7603 4.5272 -0.3941 -0.321
C -0.6614 5.9199 -0.5240 -0.113
C -1.7360 6.7526 -0.2442 -0.115
C -2.9412 6.1987 0.1747 -0.115
C -3.0604 4.8209 0.2901 -0.116
C -1.9886 3.9624 0.0034 -0.315
Si -2.2425 2.0626 -0.0055 0.366
C -3.3626 1.9060 -1.5353 -0.261
C -3.3863 1.6930 1.4515 -0.231
H 1.9173 4.7443 1.1714 0.020
H 2.5128 3.0653 1.1906 -0.023
H 0.9475 3.4477 1.9023 0.025
H 2.3100 5.1822 -1.4151 0.010
H 1.4198 4.4665 -2.7757 0.017
H 2.7752 3.5963 -2.0495 0.008
H 0.2777 6.3638 -0.8431 0.087
H -1.6354 7.8274 -0.3434 0.088
H -3.7860 6.8389 0.4021 0.088
H -4.0149 4.4063 0.6012 0.084
H -4.3157 2.4199 -1.3565 0.020
H -3.5571 0.8528 -1.7633 -0.012
H -2.8926 2.3677 -2.4113 0.021
H -4.2972 2.2929 1.3539 0.011
H -2.9238 1.9232 2.4164 0.023
H -3.6787 0.6396 1.4577 -0.007
C 5.1464 0.9371 1.3823 -0.089
C 4.5265 0.5166 0.0552 -0.262
N 3.9118 -0.8102 0.0780 -0.133
C 4.7884 -1.9520 -0.1827 -0.221
C 5.1265 -2.7429 1.0760 -0.084
C 2.5777 -1.0168 0.2968 -0.690
S 1.6844 0.3552 0.9167 0.533
N 2.1732 -2.2511 0.1023 0.091
C 0.8583 -2.5903 0.1920 -0.466
O -0.1004 -1.8538 0.3446 -0.099
C 0.5980 -4.0854 0.0654 -0.119
C -0.7218 -4.5247 0.0499 -0.016
C -1.0103 -5.8786 -0.0591 -0.089
C 0.0212 -6.8071 -0.1486 -0.113
C 1.3398 -6.3735 -0.1261 -0.099
C 1.6258 -5.0172 -0.0224 -0.036
H 5.5610 1.9450 1.2996 0.071
H 5.9517 0.2601 1.6805 0.058
H 4.3818 0.9404 2.1600 0.060
H 5.2908 0.5001 -0.7245 0.108
H 3.7655 1.2370 -0.2324 0.070
H 5.6984 -1.5594 -0.6383 0.107
H 4.3003 -2.6074 -0.9007 0.104
H 5.6041 -2.1066 1.8243 0.060
H 5.8043 -3.5676 0.8395 0.067
H 4.2125 -3.1535 1.5067 0.062
H -1.5045 -3.7784 0.1288 0.086
H -2.0412 -6.2120 -0.0741 0.092
H -0.2024 -7.8639 -0.2418 0.091
H 2.1463 -7.0940 -0.1907 0.092
H 2.6478 -4.6607 -0.0080 0.094
C -4.7976 -2.1520 -2.1560 -0.022
C -4.1407 -2.2269 -0.8176 -0.409
N -3.1945 -1.4317 -0.3895 0.126
C -2.9229 -1.8337 0.9056 -0.183
C -3.7206 -2.8758 1.2558 -0.114
N -4.4975 -3.1279 0.1381 0.075
H -4.0690 -1.8110 -2.8893 0.080
H -5.6240 -1.4382 -2.1468 0.076
H -5.1851 -3.1241 -2.4678 0.068
H -2.1515 -1.3525 1.4831 0.100
H -3.7962 -3.4656 2.1529 0.102
H -5.2004 -3.8389 0.0526 0.140